DFT (ωB97M-V/def2-TZVPD) results for a cluster of 7 separate species, C27H41BBr12F4NO4P in total at a distorted geometry.

Computed properties:
SMILES ... CB(O)[C@]1(C(F)(F)C(F)F)C[C@@](CC(=O)c2ccccc2)([PH2]=N)C(=O)O1.BrCCBr.BrCCBr.BrCCBr.BrCCBr.BrCCBr.BrCCBr
M ... 1520.3 g/mol
Total energy ... -33062.91937 hartree
HOMO-LUMO gap ... 8.66 eV
Strongest force on any atom ... 0.0673 hartree/bohr
Net charge ... 0

Last columns: bonded neighbours and bond lengths (Å).
Geometry (Å):
1 C 4.9384 -2.5252 -0.4216  B2 1.618, H27 1.121, H28 1.132, H29 1.117
2 B 4.0786 -1.2716 0.1323  C1 1.618, O3 1.415, C4 1.635
3 O 3.8369 -1.2418 1.5264  B2 1.415, H30 0.973
4 C 3.5541 -0.0790 -0.8560  B2 1.635, C5 1.574, C11 1.617, O26 1.448
5 C 3.9538 1.3894 -0.4546  C4 1.574, F6 1.395, F7 1.390, C8 1.571
6 F 3.8234 2.2234 -1.5656  C5 1.395
7 F 3.1261 1.9360 0.5190  C5 1.390
8 C 5.4229 1.5750 0.0687  C5 1.571, F9 1.379, F10 1.402, H31 1.139
9 F 6.3762 0.8860 -0.6505  C8 1.379
10 F 5.5010 1.3363 1.4485  C8 1.402
11 C 1.9469 -0.0612 -0.6826  C4 1.617, C12 1.556, H32 1.115, H33 1.123
12 C 1.3122 -1.0816 -1.6716  C11 1.556, C13 1.586, P22 1.898, C24 1.608
13 C 0.9113 -2.5282 -1.1589  C12 1.586, C14 1.577, H34 1.125, H35 1.134
14 C 0.0237 -2.5267 0.1448  C13 1.577, O15 1.215, C16 1.566
15 O 0.0837 -3.5235 0.8374  C14 1.215
16 C -0.8610 -1.3082 0.5757  C14 1.566, C17 1.460, C21 1.464
17 C -2.1135 -0.9713 -0.0938  C16 1.460, C18 1.464, H36 1.113
18 C -2.8411 0.2146 0.3607  C17 1.464, C19 1.457, H37 1.120
19 C -2.4031 1.0606 1.4626  C18 1.457, C20 1.481, H38 1.118
20 C -1.1501 0.7052 2.1667  C19 1.481, C21 1.450, H39 1.111
21 C -0.4332 -0.4618 1.6909  C16 1.464, C20 1.450, H40 1.120
22 P -0.1423 -0.4942 -2.7398  C12 1.898, N23 1.609, H41 1.434, H42 1.436
23 N -0.6055 1.0037 -2.3789  P22 1.609, H43 1.028
24 C 2.5148 -1.1050 -2.7383  C12 1.608, O25 1.192, O26 1.397
25 O 2.4910 -1.6260 -3.8105  C24 1.192
26 O 3.6480 -0.4475 -2.2533  C4 1.448, C24 1.397
27 H 4.6309 -3.4143 0.1879  C1 1.121
28 H 6.0110 -2.3007 -0.1384  C1 1.132
29 H 4.8292 -2.6724 -1.5233  C1 1.117
30 H 3.1338 -1.8727 1.7601  O3 0.973
31 H 5.6723 2.6808 -0.0449  C8 1.139
32 H 1.8231 -0.2005 0.4166  C11 1.115
33 H 1.5682 0.9233 -1.0675  C11 1.123
34 H 1.8129 -3.1936 -1.0582  C13 1.125
35 H 0.2789 -3.0039 -1.9716  C13 1.134
36 H -2.4712 -1.6217 -0.9231  C17 1.113
37 H -3.7806 0.4672 -0.1949  C18 1.120
38 H -2.9585 1.9745 1.7891  C19 1.118
39 H -0.7293 1.2909 3.0118  C20 1.111
40 H 0.5264 -0.7391 2.1975  C21 1.120
41 H -1.2576 -1.3840 -2.6006  P22 1.434
42 H 0.2622 -0.4485 -4.1165  P22 1.436
43 H -0.4767 1.5910 -3.2127  N23 1.028
44 Br -6.2860 1.4402 -1.4935  C45 1.949
45 C -6.1243 1.2195 -3.4236  Br44 1.949, C46 1.507, H48 1.088, H49 1.088
46 C -5.2182 0.0677 -3.7730  C45 1.507, Br47 1.952, H50 1.090, H51 1.090
47 Br -3.3397 0.5435 -3.5351  C46 1.952
48 H -5.7811 2.1718 -3.8229  C45 1.088
49 H -7.1376 1.0282 -3.7705  C45 1.088
50 H -5.3154 -0.1889 -4.8283  C46 1.090
51 H -5.3988 -0.8213 -3.1686  C46 1.090
52 Br 2.7965 0.2593 4.0487  C53 1.947
53 C 3.6013 2.0293 4.1398  Br52 1.947, C54 1.505, H56 1.088, H57 1.090
54 C 2.6332 3.0281 4.7154  C53 1.505, Br55 1.947, H58 1.090, H59 1.088
55 Br 1.2943 3.5315 3.3940  C54 1.947
56 H 3.9317 2.2815 3.1345  C53 1.088
57 H 4.4717 1.9157 4.7856  C53 1.090
58 H 3.1431 3.9554 4.9762  C54 1.090
59 H 2.0993 2.6555 5.5866  C54 1.088
60 Br 1.2242 -6.3151 -1.1144  C61 1.948
61 C -0.7165 -6.3117 -0.9505  Br60 1.948, C62 1.508, H64 1.089, H65 1.090
62 C -1.3782 -6.2567 -2.3041  C61 1.508, Br63 1.950, H66 1.090, H67 1.088
63 Br -1.3021 -4.4619 -3.0615  C62 1.950
64 H -0.9788 -5.4737 -0.3072  C61 1.089
65 H -0.9602 -7.2445 -0.4431  C61 1.090
66 H -2.4408 -6.4839 -2.2220  C62 1.090
67 H -0.9227 -6.9261 -3.0304  C62 1.088
68 Br 7.4388 4.8976 1.3261  C69 1.949
69 C 8.4943 3.2844 1.6154  Br68 1.949, C70 1.507, H72 1.088, H73 1.090
70 C 9.4606 3.4580 2.7583  C69 1.507, Br71 1.948, H74 1.090, H75 1.088
71 Br 10.9971 4.5329 2.2321  C70 1.948
72 H 8.9825 3.0524 0.6713  C69 1.088
73 H 7.7659 2.5064 1.8441  C69 1.090
74 H 9.8760 2.4960 3.0573  C70 1.090
75 H 9.0163 3.9429 3.6246  C70 1.088
76 Br -2.7358 5.3518 3.6996  C77 1.947
77 C -4.5863 5.2418 4.2959  Br76 1.947, C78 1.508, H80 1.088, H81 1.090
78 C -5.2276 3.9504 3.8555  C77 1.508, Br79 1.948, H82 1.090, H83 1.088
79 Br -5.6949 3.9967 1.9648  C78 1.948
80 H -5.0942 6.1256 3.9163  C77 1.088
81 H -4.5379 5.2942 5.3832  C77 1.090
82 H -6.1714 3.7941 4.3775  C78 1.090
83 H -4.5876 3.0829 4.0022  C78 1.088
84 Br -6.7393 -2.6450 -2.4284  C85 1.949
85 C -8.6833 -2.6114 -2.2878  Br84 1.949, C86 1.508, H88 1.088, H89 1.090
86 C -9.3350 -2.5354 -3.6451  C85 1.508, Br87 1.947, H90 1.090, H91 1.088
87 Br -9.2295 -0.7402 -4.3911  C86 1.947
88 H -8.9379 -1.7750 -1.6401  C85 1.088
89 H -8.9463 -3.5445 -1.7906  C85 1.090
90 H -10.4012 -2.7472 -3.5691  C86 1.090
91 H -8.8859 -3.2068 -4.3735  C86 1.088

From a Löwdin analysis of the wavefunction, the atomic charges in e read: 0.0113, -0.3909, 0.0308, -0.1805, -0.3175, 0.0977, 0.0849, -0.2265, 0.0818, 0.0338, -0.0514, -0.3587, -0.1124, -0.3123, 0.0642, -0.1316, -0.0542, -0.0650, -0.0400, -0.0501, -0.0479, 0.7900, -0.3413, -0.4226, 0.1247, 0.0581, 0.0751, 0.0919, 0.0708, 0.0999, 0.1531, 0.1071, 0.1259, 0.1154, -0.0117, 0.0873, 0.0468, 0.0817, 0.0589, 0.0730, -0.0391, 0.0458, -0.0383, 0.6063, -0.6904, -0.7203, 0.6893, 0.0528, -0.0185, 0.0598, -0.0896, 0.7000, -0.6757, -0.6822, 0.6365, 0.0293, 0.0615, 0.0583, 0.0506, 0.6431, -0.6714, -0.6576, 0.6988, 0.0368, 0.0605, 0.0594, 0.0522, 0.6175, -0.6958, -0.6978, 0.6050, 0.0563, 0.0393, 0.0584, 0.0507, 0.5963, -0.6992, -0.6984, 0.6003, 0.0497, 0.0560, 0.0560, 0.0461, 0.7091, -0.6605, -0.6808, 0.6594, 0.0563, 0.0581, 0.0586, 0.0522